Formula: C22H21NO2
Source: the OMol25 dataset
Level of theory: ωB97M-V/def2-TZVPD

Geometry as XYZ:
```
46
Properties=species:S:1:pos:R:3:nbo_charge:R:1
O -0.62 1.18 2.09 -0.593
O 1.09 2.54 -0.75 -0.517
N -0.71 0.19 0.05 -0.455
C -2.91 1.17 0.40 -0.179
C 4.18 1.21 0.77 -0.185
C -4.28 1.06 0.43 -0.206
C 0.02 -0.37 -1.08 -0.243
C 3.63 0.34 1.68 -0.239
C 2.28 -1.43 -1.30 -0.208
C 1.98 1.84 0.02 0.384
C 3.24 -2.36 -0.93 -0.199
C 1.43 0.93 0.93 -0.205
C 0.78 -2.31 0.34 -0.175
C 1.73 -3.24 0.72 -0.220
C 2.97 -3.26 0.09 -0.220
C 1.05 -1.39 -0.67 -0.034
C -4.12 -1.23 -0.22 -0.228
C -2.12 0.07 0.07 0.130
C -2.74 -1.13 -0.24 -0.181
C -6.41 -0.25 0.16 -0.625
C -0.06 0.80 1.08 0.688
C 1.58 3.56 -1.59 -0.251
C 2.26 0.21 1.77 -0.141
C 3.36 1.97 -0.05 -0.318
C -4.91 -0.14 0.12 -0.021
H -6.75 -1.14 -0.36 0.213
H 3.71 -3.99 0.38 0.213
H 2.50 -0.73 -2.09 0.210
H 2.13 4.32 -1.02 0.181
H 1.52 -3.94 1.51 0.213
H 3.81 2.67 -0.75 0.218
H 5.25 1.32 0.69 0.214
H -2.43 2.11 0.64 0.230
H 4.27 -0.24 2.33 0.217
H -0.17 -2.28 0.85 0.209
H -2.15 -2.00 -0.48 0.204
H -4.59 -2.18 -0.46 0.208
H 4.19 -2.38 -1.43 0.213
H 0.50 0.43 -1.64 0.217
H -0.72 -0.84 -1.74 0.232
H 1.81 -0.46 2.49 0.226
H -6.74 -0.31 1.20 0.220
H 2.23 3.15 -2.38 0.173
H -4.88 1.92 0.69 0.209
H 0.70 4.01 -2.04 0.203
H -6.87 0.62 -0.29 0.217
```

As for the charge: 0. As for the energy relative to the best compared isomer or geometry (same formula, charge and spin): 19.8 kcal/mol. As for the spin multiplicity: 1. As for the gap between HOMO and LUMO: 9.0 eV.

***

Formula: C22H21NO4
Source: the OMol25 dataset
Level of theory: ωB97M-V/def2-TZVPD

Geometry as XYZ:
```
48
Properties=species:S:1:pos:R:3:nbo_charge:R:1
O -2.08 1.67 0.92 -0.468
O 0.55 -2.30 1.09 -0.504
O -3.24 3.55 0.90 -0.564
O 2.35 0.42 2.33 -0.606
N 2.91 -0.69 0.44 -0.440
C -0.77 -0.25 1.02 -0.402
C 3.75 0.29 -0.12 0.216
C 1.41 -1.75 2.07 -0.166
C -3.87 0.53 -0.91 0.113
C -4.03 1.79 -0.47 -0.350
C 3.95 1.59 0.28 -0.250
C -1.88 0.40 0.49 0.440
C 4.04 -1.68 -1.42 -0.433
C -2.42 -1.54 -0.80 -0.141
C 2.26 -0.56 1.62 0.650
C -5.83 -1.72 -0.16 -0.611
C 4.42 -0.24 -1.23 -0.055
C -2.74 -0.23 -0.43 -0.216
C 5.52 1.85 -1.55 -0.221
C -1.34 -2.19 -0.28 -0.306
C -6.12 -0.55 -1.09 -0.377
C -4.88 -0.06 -1.85 -0.441
C 2.89 -1.87 -0.42 -0.199
C -0.50 -1.56 0.64 0.409
C 5.31 0.53 -1.94 -0.194
C 4.85 2.36 -0.46 -0.198
C -3.13 2.43 0.47 0.737
H 2.07 -2.58 2.35 0.215
H -1.10 -3.21 -0.57 0.226
H -5.09 -1.46 0.58 0.209
H 1.93 -1.92 -0.94 0.206
H -6.74 -2.03 0.35 0.216
H -0.16 0.29 1.72 0.255
H 5.83 0.12 -2.79 0.212
H 3.00 -2.78 0.18 0.207
H -5.19 0.72 -2.55 0.227
H -4.46 -0.88 -2.43 0.209
H 3.72 -1.89 -2.44 0.225
H -6.52 0.28 -0.50 0.204
H -6.88 -0.84 -1.81 0.205
H 0.84 -1.43 2.95 0.214
H 6.20 2.47 -2.10 0.213
H -4.85 2.41 -0.80 0.229
H 3.44 2.00 1.13 0.255
H 4.88 -2.33 -1.19 0.219
H 5.02 3.39 -0.16 0.216
H -5.46 -2.58 -0.73 0.198
H -3.05 -2.06 -1.51 0.216
```

As for the charge: 0. As for the energy relative to the best compared isomer or geometry (same formula, charge and spin): 28.4 kcal/mol. As for the spin multiplicity: 1. As for the gap between HOMO and LUMO: 8.6 eV.

***

Formula: C22H22BF3O3
Source: the OMol25 dataset
Level of theory: ωB97M-V/def2-TZVPD

Geometry as XYZ:
```
51
Properties=species:S:1:pos:R:3:nbo_charge:R:1
F -2.63 0.73 1.22 -0.285
F -0.20 0.59 -3.54 -0.503
F -0.87 -1.48 -2.78 -0.471
O -4.74 1.06 0.57 -0.434
O 0.10 4.81 3.75 -0.498
O 4.87 -4.94 -2.29 -0.498
C 2.25 -1.59 -1.82 -0.035
C -4.01 -1.00 0.16 -0.379
C 3.54 -3.17 -3.22 -0.254
C 0.40 4.36 5.09 -0.256
C -0.53 4.26 1.53 -0.286
C -0.71 3.28 0.58 -0.124
C 3.87 -3.21 -0.85 -0.324
C -0.28 1.94 0.78 -0.105
C -3.63 0.26 0.52 0.632
C 2.97 -2.13 -0.72 -0.136
C 0.59 2.56 2.98 -0.310
C 4.17 -3.78 -2.11 0.305
C 1.22 -0.42 -1.85 -0.709
C 2.65 -2.13 -3.05 -0.192
C 5.32 -5.64 -1.09 -0.258
C -5.75 0.40 -0.12 0.281
C 0.82 0.21 -0.52 -0.106
C -6.89 1.15 -0.62 -0.662
C -0.32 1.01 -0.35 -0.233
C 0.37 1.61 2.00 -0.183
C -5.31 -0.88 -0.42 -0.308
C 0.03 3.87 2.79 0.315
B 0.05 -0.54 -2.81 1.336
H 5.82 -6.55 -1.42 0.206
H 1.63 0.21 0.20 0.204
H 4.29 -3.71 0.04 0.216
H 1.19 2.33 3.88 0.222
H -0.60 1.51 -1.30 0.218
H 4.46 -5.90 -0.45 0.184
H -6.68 1.55 -1.64 0.226
H -0.16 3.45 5.36 0.187
H -1.12 3.52 -0.42 0.201
H 2.24 -1.69 -3.96 0.197
H -7.66 0.36 -0.75 0.232
H -0.81 5.30 1.33 0.229
H 0.76 0.59 2.12 0.209
H 3.72 -3.62 -4.19 0.225
H 1.62 0.35 -2.55 0.259
H -3.46 -1.93 0.32 0.237
H 1.48 4.19 5.20 0.177
H 6.02 -5.01 -0.52 0.182
H 0.09 5.19 5.71 0.201
H -7.23 1.97 0.04 0.237
H 2.84 -1.75 0.30 0.202
H -5.79 -1.55 -1.15 0.231
```

As for the charge: 0. As for the spin multiplicity: 1. As for the gap between HOMO and LUMO: 8.0 eV.

***

Formula: C22H22BN8O6Ta
Source: the OMol25 dataset
Level of theory: ωB97M-V/def2-TZVPD

Geometry as XYZ:
```
60
Properties=species:S:1:pos:R:3:nbo_charge:R:1
Ta -0.18 -0.50 -0.60 2.468
O 0.49 -2.10 -1.76 -0.677
O -0.49 -5.90 -6.65 -0.311
O -4.13 -7.06 -3.70 -0.313
O -1.39 -2.20 -0.71 -0.673
O 0.71 -4.16 -6.21 -0.355
O -4.32 -6.05 -1.80 -0.349
N -1.86 1.47 -2.17 -0.291
N 0.63 1.57 -2.65 -0.293
N -0.12 1.51 0.19 -0.455
N -3.78 -6.26 -2.86 0.529
N -0.15 -4.98 -5.96 0.529
N -1.95 0.29 -1.48 -0.483
N -0.32 2.60 -0.61 -0.300
N 1.07 0.42 -2.04 -0.469
C -3.21 -0.18 -1.66 0.044
C 0.83 -1.20 4.68 -0.586
C 0.84 -1.53 2.28 0.424
C 2.16 0.01 -2.72 0.051
C 2.44 0.89 -3.74 -0.303
C -2.20 -4.48 -2.27 -0.109
C -2.60 -5.42 -3.19 0.021
C -1.09 -3.69 -2.58 -0.158
C -3.03 1.71 -2.76 0.092
C 2.75 -2.37 3.52 -0.585
C -3.92 0.69 -2.46 -0.305
C 0.52 -1.01 1.21 -0.734
C 1.44 1.86 -3.66 0.088
C -1.95 -5.62 -4.39 -0.093
C 0.09 3.37 1.42 -0.310
C 0.14 1.99 1.43 0.053
C -0.20 3.71 0.11 0.085
C -0.40 -3.86 -3.79 -0.119
C 1.23 -2.15 3.53 -0.184
C -0.86 -4.81 -4.67 0.031
C -0.66 -2.68 -1.65 0.802
C 0.48 -3.49 3.66 -0.585
B -0.59 2.36 -2.10 0.513
H 0.46 -3.27 -4.04 0.276
H -3.16 2.60 -3.37 0.260
H 1.27 2.73 -4.27 0.260
H -0.75 3.37 -2.71 0.019
H 1.35 -0.25 4.61 0.219
H 0.75 -4.17 2.85 0.222
H -2.29 -6.37 -5.10 0.307
H 3.04 -3.05 2.71 0.224
H 1.11 -1.67 5.62 0.245
H -0.32 4.68 -0.36 0.257
H 3.04 -2.82 4.47 0.241
H 0.33 1.32 2.24 0.248
H 0.25 4.04 2.25 0.274
H -2.75 -4.37 -1.34 0.277
H 2.68 -0.89 -2.43 0.254
H 0.77 -3.95 4.60 0.243
H -3.52 -1.10 -1.20 0.256
H -0.60 -3.35 3.67 0.224
H 3.26 0.85 -4.44 0.277
H 3.29 -1.43 3.40 0.224
H -0.25 -1.02 4.70 0.224
H -4.94 0.59 -2.78 0.276
```

As for the charge: +2. As for the energy relative to the best compared isomer or geometry (same formula, charge and spin): 3.4 kcal/mol. As for the spin multiplicity: 1. As for the gap between HOMO and LUMO: 7.5 eV.

***

Formula: C22H22BaCl5N6O6S2
Source: the OMol25 dataset
Level of theory: ωB97M-V/def2-TZVPD

Geometry as XYZ:
```
64
Properties=species:S:1:pos:R:3:nbo_charge:R:1
Ba 0.67 0.35 -0.78 1.792
Cl 2.30 6.44 -4.42 0.022
Cl 2.84 2.95 -0.50 -0.049
Cl 0.28 1.52 -5.09 0.010
Cl 3.24 5.77 -1.71 0.018
Cl 1.13 4.23 -6.33 0.025
S -0.71 -3.63 -4.37 0.465
S -4.05 1.52 -2.98 0.423
O 1.62 -2.59 1.91 -0.797
O -1.07 1.22 3.18 -0.827
O -0.25 1.88 1.20 -0.792
O -1.01 -3.59 0.35 -0.725
O -0.92 -1.37 0.57 -0.888
O 1.84 -2.10 -0.34 -0.845
N -1.04 -2.98 3.30 -0.813
N 2.24 0.49 1.85 -0.899
N -2.43 -1.17 2.94 -0.785
N -1.92 0.52 -2.00 -0.485
N -0.24 -1.58 -2.89 -0.478
N -1.07 -1.09 4.73 -0.606
C -1.52 -1.44 -3.35 0.136
C 1.36 3.89 -4.67 -0.112
C -1.99 -2.48 -4.18 -0.473
C 1.43 2.29 -2.78 -0.490
C 1.21 -2.49 0.71 0.692
C 1.07 2.63 -4.10 -0.110
C -0.42 -2.55 0.46 0.696
C -1.46 -1.78 3.67 0.702
C -2.38 -0.29 -3.02 0.109
C 2.39 4.55 -2.57 -0.151
C 1.42 -1.04 4.84 -0.420
C 2.13 3.26 -2.08 0.016
C -3.52 0.01 -3.62 -0.447
C 2.03 4.84 -3.87 -0.103
C 0.06 -1.39 5.57 -0.219
C 1.44 0.34 4.07 -0.410
C 0.99 0.40 2.61 -0.228
C -2.72 1.53 -1.92 0.094
C 0.29 -2.67 -3.43 0.069
C -2.59 2.72 -0.96 -0.675
C 1.72 -2.90 -3.40 -0.681
C -0.15 1.32 2.29 0.800
H -2.99 3.65 -1.47 0.224
H -2.96 -2.68 -4.67 0.237
H 1.72 -1.84 4.11 0.239
H -1.49 -3.32 2.46 0.432
H -2.88 2.52 0.02 0.257
H 2.86 1.25 2.22 0.358
H 0.71 0.99 4.63 0.210
H -3.92 -0.56 -4.47 0.247
H -1.51 2.79 -0.72 0.262
H -1.09 -0.12 4.48 0.451
H 0.55 -0.60 2.37 0.265
H 2.05 -3.79 -3.83 0.215
H 2.16 -1.09 5.66 0.196
H -2.40 -1.44 1.96 0.434
H 2.18 -2.06 -3.92 0.235
H 2.13 -2.77 -2.43 0.290
H -2.62 -0.22 3.12 0.425
H 0.00 -0.87 6.47 0.197
H 2.78 -0.44 1.85 0.407
H 2.41 0.70 4.17 0.200
H -0.01 -3.18 3.27 0.456
H 0.05 -2.46 5.83 0.200
```

As for the charge: -1. As for the energy relative to the best compared isomer or geometry (same formula, charge and spin): 18.4 kcal/mol. As for the spin multiplicity: 1. As for the gap between HOMO and LUMO: 7.3 eV.

***

| no. | LUMO level (eV) |
| --- | --- |
| 1 | 0.729 |
| 2 | 0.167 |
| 3 | 0.548 |
| 4 | -8.403 |
| 5 | 2.115 |